(1)
A single C6H6OS molecule. Source: OMol25; level of theory: the ωB97M-V functional and the def2-TZVPD basis.

Multiplicity: 1
ΔE to the lowest compared entry with this formula, charge and spin (kcal per mole): 111.5

Cartesian coordinates (Å):
S1 -0.854 1.585 0.807
O1 0.216 -1.111 1.079
C1 1.459 -1.230 -1.055
C2 -1.889 0.258 0.195
C3 2.405 -1.284 -1.871
C4 0.439 -0.556 -0.183
C5 -0.931 -0.991 0.094
C6 0.634 1.000 -0.107
H1 -1.168 -1.862 -0.473
H2 3.532 -1.258 -2.475
H3 -2.194 0.346 -1.027
H4 0.208 1.620 -1.193
H5 -2.749 0.106 0.850
H6 1.603 1.388 0.347

Here are the Löwdin charges for atoms 1 to 4, given in e: 0.806, -0.005, -0.050, -0.438

***

(2)
A gas-phase ion, C3H5N2 (charge +1). Source: OMol25; level of theory: the ωB97M-V functional and the def2-TZVPD basis.

Multiplicity: 1
Total charge: +1
ΔE to the lowest compared entry with this formula, charge and spin (kcal per mole): 91.7

Cartesian coordinates (Å):
N1 0.948 -0.668 -0.427
N2 0.321 1.185 0.594
C1 1.434 0.412 0.106
C2 -0.841 0.707 0.457
C3 -0.451 -0.895 -0.450
H1 -0.820 -1.712 0.164
H2 1.595 -1.352 -0.816
H3 -1.804 1.066 0.765
H4 0.543 2.080 1.035
H5 -0.924 -0.822 -1.428

Here are the Löwdin charges for atoms 1 to 4, given in e: -0.018, 0.070, 0.004, 0.191

***

(3)
A single C2H7N3OS molecule. Source: OMol25; level of theory: the ωB97M-V functional and the def2-TZVPD basis.

Multiplicity: 1
ΔE to the lowest compared entry with this formula, charge and spin (kcal per mole): 50.2

Cartesian coordinates (Å):
S1 2.617 -0.198 -0.340
O1 -0.429 1.943 0.058
N1 -0.501 -0.248 -0.107
N2 1.491 0.720 0.637
N3 -0.045 -1.408 0.545
C1 0.141 0.849 0.090
C2 -1.865 -0.316 -0.487
H1 0.229 -1.173 1.494
H2 -2.274 -1.585 -0.479
H3 -2.497 0.173 0.396
H4 2.000 1.536 0.864
H5 -2.177 0.344 -1.390
H6 2.403 0.832 -1.398
H7 0.906 -1.466 0.118

Here are the Löwdin charges for atoms 1 to 4, given in e: 0.737, 0.041, -0.244, -0.337

***

(4)
9 unconnected molecules or ions with the total composition C18H56N2O9. Source: OMol25; level of theory: the ωB97M-V functional and the def2-TZVPD basis.

Multiplicity: 1
ΔE to the lowest compared entry with this formula, charge and spin (kcal per mole): 14.5

Cartesian coordinates (Å):
O1 -6.177 -15.168 14.852
O2 -10.930 -13.863 15.724
O3 -8.408 -7.183 12.898
O4 -4.777 -12.832 19.665
O5 -6.633 -9.177 16.975
O6 -12.118 -12.473 13.442
O7 -9.277 -11.536 20.053
O8 -7.938 -10.891 13.765
O9 -10.025 -12.332 17.639
N1 -7.536 -6.841 15.617
N2 -7.001 -9.892 20.058
C1 -9.339 -7.030 13.965
C2 -5.926 -11.996 19.329
C3 -9.806 -7.446 16.481
C4 -13.015 -10.842 14.945
C5 -4.886 -14.112 19.003
C6 -8.926 -6.907 11.620
C7 -10.320 -13.508 20.932
C8 -5.710 -11.027 21.756
C9 -5.856 -10.750 20.259
C10 -6.861 -13.937 15.039
C11 -8.599 -11.218 12.520
C12 -9.262 -12.411 21.160
C13 -11.649 -14.935 16.328
C14 -13.180 -14.795 16.339
C15 -9.319 -11.471 16.745
C16 -5.698 -9.829 16.170
C17 -8.725 -7.601 15.316
C18 -11.965 -11.106 13.825
H1 -6.777 -9.053 20.573
H2 -10.633 -8.087 16.173
H3 -7.950 -13.965 15.004
H4 -7.183 -10.331 13.568
H5 -6.991 -8.422 16.503
H6 -5.913 -9.614 15.123
H7 -13.666 -15.051 15.398
H8 -6.599 -13.596 16.041
H9 -10.291 -7.485 13.687
H10 -10.303 -14.229 21.749
H11 -9.126 -5.841 11.515
H12 -11.489 -15.859 15.773
H13 -3.989 -14.709 19.169
H14 -8.277 -7.191 10.791
H15 -5.008 -10.141 19.945
H16 -9.637 -5.993 14.114
H17 -6.973 -9.537 19.112
H18 -8.601 -8.660 15.088
H19 -8.256 -11.617 16.938
H20 -11.331 -15.029 17.366
H21 -10.086 -13.973 19.974
H22 -13.440 -13.774 16.621
H23 -12.680 -11.269 15.890
H24 -4.674 -9.577 16.447
H25 -8.240 -12.786 21.215
H26 -11.635 -12.963 14.112
H27 -4.948 -14.031 17.917
H28 -5.597 -10.108 22.332
H29 -5.768 -10.913 16.261
H30 -11.012 -10.920 14.321
H31 -6.857 -12.530 19.519
H32 -12.054 -10.367 13.028
H33 -9.580 -11.735 15.720
H34 -8.881 -10.297 12.010
H35 -6.504 -13.209 14.310
H36 -6.347 -15.724 15.616
H37 -13.973 -11.276 14.657
H38 -9.405 -7.822 17.422
H39 -6.457 -11.701 22.175
H40 -8.587 -10.899 20.252
H41 -9.579 -10.439 16.977
H42 -5.747 -14.704 19.315
H43 -9.868 -7.439 11.489
H44 -9.438 -11.910 12.588
H45 -10.088 -6.429 16.753
H46 -7.155 -6.657 14.699
H47 -4.769 -11.515 22.012
H48 -7.845 -5.915 15.878
H49 -10.615 -13.306 16.439
H50 -9.488 -11.877 22.083
H51 -11.352 -13.192 20.784
H52 -7.859 -11.719 11.896
H53 -13.164 -9.774 15.103
H54 -13.619 -15.532 17.010
H55 -5.955 -11.571 18.326
H56 -9.799 -12.016 18.517

Here are the Löwdin charges for atoms 1 to 4, given in e: -0.118, -0.107, -0.204, -0.172

***

(5)
2 unconnected molecules or ions with the total composition C22H35BrFNO3P. Source: OMol25; level of theory: the ωB97M-V functional and the def2-TZVPD basis.

Multiplicity: 1
Total charge: +1

Cartesian coordinates (Å):
Br1 -0.426 -4.579 0.924
P1 -0.321 -3.076 -0.812
F1 -3.901 -0.863 -0.727
O1 -2.166 -2.633 -3.794
O2 0.114 -4.075 -2.165
O3 4.206 4.764 -2.485
N1 -2.362 -0.477 -2.889
C1 -0.214 1.094 2.703
C2 2.839 2.285 -1.216
C3 -4.151 -0.222 2.366
C4 -1.890 0.114 -1.576
C5 -2.172 -1.923 -2.753
C6 -2.464 1.790 3.998
C7 -1.886 -1.051 0.948
C8 3.793 -0.807 1.843
C9 -4.809 0.671 3.479
C10 -3.984 1.688 4.329
C11 3.954 1.235 -0.732
C12 -2.619 -0.140 2.033
C13 -1.816 0.907 2.897
C14 -3.068 -3.602 -1.132
C15 3.509 -0.305 -0.782
C16 -2.043 -2.370 -1.193
C17 1.357 2.013 -0.655
C18 -0.298 0.218 -1.809
C19 0.258 1.750 -1.837
C20 -2.483 -0.952 -0.537
C21 -3.974 -3.900 -0.065
C22 4.402 -1.070 0.350
H1 0.203 1.628 3.639
H2 3.738 -0.843 -1.762
H3 1.297 1.195 0.138
H4 -2.042 -2.148 1.286
H5 -5.920 0.598 3.715
H6 -0.616 2.479 -1.710
H7 4.553 -0.357 2.564
H8 3.167 3.318 -0.803
H9 4.385 -2.204 0.201
H10 -1.943 -0.073 -3.739
H11 0.207 0.040 2.569
H12 -0.763 -0.855 0.960
H13 4.841 1.339 -1.470
H14 -4.842 -0.948 1.820
H15 -2.347 1.147 -1.403
H16 4.396 1.493 0.300
H17 1.011 2.985 -0.128
H18 -3.047 -4.347 -2.013
H19 2.791 2.428 -2.363
H20 2.419 -0.504 -0.512
H21 0.289 -0.320 -0.990
H22 -3.854 -4.930 0.438
H23 0.015 -0.239 -2.822
H24 -4.429 2.323 5.163
H25 0.461 -4.914 -1.766
H26 -1.809 2.522 4.598
H27 4.062 4.267 -3.324
H28 3.428 -1.806 2.280
H29 5.086 5.207 -2.475
H30 3.478 5.405 -2.316
H31 2.895 -0.099 1.744
H32 0.048 1.696 1.770
H33 0.760 1.941 -2.855
H34 -4.814 -3.175 0.235
H35 5.507 -0.735 0.320

Here are the Löwdin charges for atoms 1 to 4, given in e: 0.281, 0.673, 0.014, 0.032

***

no.,HOMO energy (eV),molecular weight (u)
1,-8.6370,126.2
2,-14.4481,69.1
3,-9.5486,121.2
4,-9.5078,444.7
5,-9.7454,491.4